Below is a single C7H6O4 molecule in a non-equilibrium geometry, with properties calculated with ωB97M-V with the def2-TZVPD basis set.

Properties
Strongest force on any atom ... 2.35 eV/A
Multiplicity ... 1
Kohn-Sham gap ... 9.1 eV
Molecular weight ... 154.1 u
SMILES string ... O=C1C=CC(=O)C(COO)=C1
Energy above the lowest of the compared OMol25 structures with the same formula, charge and spin ... 113.32 kcal/mol
LUMO level ... -0.8894 eV

Each line ends with the Mulliken charge.
Element x y z (Å)
O: 1.992673 0.951420 2.385782  -0.488
C: 1.095564 0.726307 1.649868  0.071
C: -0.270223 0.368904 2.186985  -0.265
C: -0.930729 -0.568544 1.568352  -0.483
C: -0.283976 -1.169950 0.351531  0.544
O: -0.347194 -2.312919 0.068053  -0.499
C: 0.512236 -0.183692 -0.471727  0.526
C: 0.490482 -0.251917 -1.980255  -0.828
O: -0.526159 0.648112 -2.441831  -0.194
O: -1.761284 0.125265 -2.062824  -0.366
C: 1.189151 0.733921 0.156192  -0.387
H: -0.647080 0.891092 3.053578  0.433
H: -1.908701 -0.904838 1.885744  0.424
H: 1.413986 0.139309 -2.395660  0.391
H: 0.218250 -1.243196 -2.340963  0.316
H: -2.016692 0.578719 -1.244798  0.330
H: 1.779697 1.472008 -0.368025  0.474

Cartesian forces, eV/Å:
1.782 0.650 1.147
-1.753 0.107 -0.773
0.768 0.989 0.238
-0.761 -0.877 -0.795
0.032 2.127 0.361
-0.352 -2.236 -0.638
-0.540 -1.249 -1.070
-0.961 0.003 0.446
0.933 0.703 -0.266
-1.041 -0.793 0.124
0.569 0.882 1.062
0.212 -0.058 0.246
0.051 -0.302 -0.007
0.034 -0.122 -0.173
0.404 -0.129 0.005
0.302 0.287 -0.080
0.319 0.018 0.176